Density functional theory data (wB97M-V/def2-TZVPD) for a cluster of 8 separate species, C11H38N4O11 in total in a non-equilibrium geometry.

Summary:
HOMO-LUMO gap: 10.308 eV
SMILES string: NC(N)=O.NC(N)=O.OCCO.OCCO.OCCO.CO.CO.CO
Net charge: 0
Largest force on an atom: 3.55 eV Å⁻¹
Electronic energy: -1488.539646 Eh

Cartesian coordinates (Å):
N1 2.704 3.441 -3.459
C1 2.461 3.294 -2.124
N2 1.182 3.689 -1.738
O1 3.258 2.803 -1.330
H1 3.571 3.063 -3.777
H2 1.923 3.628 -4.015
H3 0.923 4.621 -1.990
H4 0.897 3.428 -0.792
N3 3.479 0.410 0.711
C2 3.031 0.893 1.919
N4 2.890 2.298 1.966
O2 2.789 0.185 2.880
H5 3.671 1.056 -0.052
H6 3.594 -0.583 0.649
H7 3.125 2.863 1.177
H8 3.165 2.650 2.924
O3 -3.178 -3.634 -0.846
C3 -2.206 -3.422 -1.951
C4 -0.901 -2.803 -1.564
O4 -0.452 -3.747 -0.559
H9 -2.603 -3.996 -0.162
H10 -1.974 -4.443 -2.229
H11 -2.735 -2.831 -2.708
H12 -1.092 -1.807 -1.172
H13 -0.300 -2.840 -2.488
H14 0.158 -3.350 0.092
O5 -4.436 -1.303 -0.953
C5 -4.198 -0.207 -0.024
C6 -4.268 1.042 -0.774
O6 -3.288 1.359 -1.764
H15 -3.903 -2.114 -0.808
H16 -4.895 -0.256 0.810
H17 -3.221 -0.310 0.458
H18 -4.298 1.939 -0.068
H19 -5.208 1.099 -1.370
H20 -3.208 0.726 -2.504
O7 -0.221 -3.743 3.854
C7 0.221 -2.351 3.860
C8 0.308 -1.937 2.453
O8 1.075 -2.907 1.723
H21 -0.315 -3.947 4.784
H22 -0.522 -1.800 4.429
H23 1.128 -2.204 4.413
H24 0.886 -1.017 2.276
H25 -0.725 -1.988 2.038
H26 1.564 -3.458 2.388
C9 3.566 -2.864 -0.653
O9 3.717 -2.412 0.626
H27 4.069 -2.174 -1.333
H28 4.081 -3.807 -0.765
H29 2.557 -2.986 -1.021
H30 2.854 -2.542 1.080
C10 -2.258 4.433 -0.800
O10 -1.528 5.598 -0.946
H31 -1.820 3.901 0.028
H32 -3.331 4.588 -0.614
H33 -2.135 3.825 -1.680
H34 -1.886 6.329 -0.446
C11 0.244 0.840 0.109
O11 0.293 2.106 0.804
H35 -0.115 0.022 0.797
H36 -0.441 0.922 -0.743
H37 1.178 0.535 -0.351
H38 1.104 2.196 1.329

***

Density functional theory data (wB97M-V/def2-TZVPD) for a structure of composition C11H39Ag2O9 in a non-equilibrium geometry.

Summary:
HOMO-LUMO gap (alpha / beta): 7.064 / 2.723 eV
<S²>: 2.01
ΔE to the lowest compared entry with this formula, charge and spin: 0.0 kJ/mol
Net charge: +3
Multiplicity: 3
Largest force on an atom: 1.49 eV Å⁻¹
Electronic energy: -1412.298527 Eh

Cartesian coordinates (Å):
Ag1 -0.229 -3.772 -0.971
Ag2 2.484 -1.785 -2.586
C1 0.324 0.471 0.063
C2 -0.354 -0.394 -1.041
C3 -0.884 0.520 -2.123
O1 0.394 -1.460 -1.403
H1 0.739 -0.112 0.885
H2 -0.346 1.212 0.499
H3 1.134 1.047 -0.392
H4 -1.217 -0.804 -0.462
H5 -1.472 -0.020 -2.867
H6 -0.083 1.037 -2.660
H7 -1.514 1.300 -1.693
C4 -3.090 4.495 -1.402
O2 -2.773 4.110 -0.031
H8 -4.080 4.943 -1.439
H9 -2.329 5.214 -1.686
H10 -3.098 3.599 -2.023
H11 -3.532 3.670 0.362
C5 1.807 -0.247 4.358
O3 2.269 -0.995 5.449
H12 2.336 -0.536 3.451
H13 0.726 -0.377 4.183
H14 1.942 0.824 4.555
H15 1.888 -0.659 6.265
C6 -3.510 -3.828 -0.484
O4 -2.326 -3.233 0.131
H16 -3.577 -3.554 -1.539
H17 -3.352 -4.905 -0.459
H18 -4.404 -3.530 0.049
H19 -2.683 -2.481 0.641
C7 3.036 0.931 -4.746
O5 2.078 0.015 -4.191
H20 3.664 0.446 -5.497
H21 2.595 1.805 -5.220
H22 3.736 1.241 -3.970
H23 1.299 0.031 -4.756
C8 -3.100 -0.414 2.318
O6 -3.805 -1.388 1.562
H24 -3.595 0.559 2.307
H25 -2.888 -0.758 3.330
H26 -2.147 -0.243 1.804
H27 -4.706 -1.498 1.884
C9 0.784 -3.140 1.987
O7 0.372 -4.255 1.197
H28 1.000 -3.396 3.023
H29 1.672 -2.622 1.601
H30 -0.008 -2.389 1.961
H31 0.941 -5.004 1.416
C10 0.952 4.062 -0.006
O8 -0.204 4.638 0.443
H32 1.538 4.845 -0.538
H33 1.600 3.708 0.815
H34 0.768 3.291 -0.751
H35 -1.040 4.158 0.122
C11 4.073 -1.016 -0.033
O9 3.509 -0.293 -1.175
H36 3.928 -0.426 0.875
H37 3.528 -1.949 0.084
H38 5.143 -1.152 -0.170
H39 4.087 0.466 -1.308

***

Density functional theory data (wB97M-V/def2-TZVPD) for a structure of composition C11H39BN10O9Pd in a non-equilibrium geometry.

Summary:
HOMO-LUMO gap (alpha / beta): 7.693 / 7.088 eV
<S²>: 2.00
ΔE to the lowest compared entry with this formula, charge and spin: 0.0 kJ/mol
Net charge: 0
Multiplicity: 3
Largest force on an atom: 9.65 eV Å⁻¹
Electronic energy: -1819.846096 Eh

Cartesian coordinates (Å):
N1 2.186 -3.637 -2.204
H1 3.070 -3.185 -2.018
H2 2.219 -3.951 -3.164
H3 1.355 -3.065 -2.250
H4 2.065 -4.369 -1.519
Pd1 1.621 1.483 -0.885
B1 2.802 2.888 -2.300
H5 3.373 3.340 -3.096
H6 3.434 2.435 -1.552
H7 2.307 3.640 -1.704
H8 2.119 2.166 -2.720
C1 0.580 -0.954 -1.058
O1 1.298 -0.459 -1.894
O2 0.400 -0.184 -0.065
O3 0.206 -2.094 -1.110
C2 1.093 3.260 5.438
O4 0.808 2.380 4.406
C3 0.892 3.110 3.221
C4 0.740 2.156 2.010
N2 0.995 2.818 0.762
C5 -0.192 3.627 0.390
C6 -1.013 2.812 -0.527
O5 -0.369 2.342 -1.668
C7 -1.217 1.762 -2.627
H9 2.174 3.341 5.552
H10 0.655 2.871 6.357
H11 0.619 4.240 5.478
H12 1.906 3.488 3.086
H13 0.148 3.906 3.239
H14 -0.185 1.580 2.028
H15 1.461 1.352 2.161
H16 1.626 3.542 1.074
H17 0.165 4.516 -0.130
H18 -0.840 3.801 1.249
H19 -1.849 3.484 -0.724
H20 -1.476 2.079 0.133
H21 -1.918 2.498 -3.020
H22 -1.614 0.872 -2.139
H23 -0.732 1.255 -3.462
C8 -3.264 -0.821 -0.180
O6 -4.465 -0.501 -0.022
N3 -2.299 -0.488 0.649
N4 -2.776 -1.467 -1.198
H24 -1.316 -0.500 0.415
H25 -2.456 0.002 1.518
H26 -1.815 -1.780 -1.179
H27 -3.418 -1.710 -1.939
C9 -0.930 -0.448 3.776
O7 -1.840 0.134 3.359
N5 -0.718 -0.511 4.998
N6 -0.189 -1.282 3.076
H28 -1.141 0.131 5.653
H29 0.053 -1.039 5.381
H30 0.655 -1.662 3.481
H31 -0.185 -1.013 2.103
C10 -0.228 -1.660 -5.034
O8 -0.817 -1.966 -6.068
N7 0.923 -1.076 -4.980
N8 -0.792 -1.790 -3.856
H32 1.430 -0.847 -4.137
H33 1.388 -0.992 -5.872
H34 -0.347 -1.562 -2.978
H35 -1.740 -2.136 -3.896
C11 -0.592 -4.973 0.601
O9 -0.674 -5.995 1.231
N9 -1.141 -4.815 -0.578
N10 0.046 -3.912 0.910
H36 -1.878 -5.424 -0.904
H37 -1.035 -3.896 -0.984
H38 0.695 -3.975 1.680
H39 -0.051 -3.176 0.225

***

Density functional theory data (wB97M-V/def2-TZVPD) for a structure of composition C11H39MnO11 in a non-equilibrium geometry.

Summary:
HOMO-LUMO gap (alpha / beta): 5.264 / 5.311 eV
<S²>: 8.75
ΔE to the lowest compared entry with this formula, charge and spin: 184.4 kJ/mol
Net charge: +1
Multiplicity: 6
Largest force on an atom: 2.86 eV Å⁻¹
Electronic energy: -2420.756115 Eh

Cartesian coordinates (Å):
Mn1 2.601 -2.316 1.788
C1 -0.258 -0.582 -0.476
C2 0.709 -1.270 0.425
O1 1.253 -2.355 0.037
O2 1.086 -0.771 1.528
H1 -1.114 -1.215 -0.712
H2 0.201 -0.383 -1.446
H3 -0.559 0.346 0.007
C3 -2.183 -2.725 2.017
O3 -3.547 -2.951 2.337
H4 -2.096 -1.682 1.707
H5 -1.488 -2.929 2.836
H6 -1.890 -3.301 1.131
H7 -3.667 -3.905 2.391
C4 4.362 -0.695 -0.594
O4 3.882 -0.851 0.765
H8 3.857 0.120 -1.114
H9 5.434 -0.510 -0.623
H10 4.117 -1.615 -1.120
H11 4.345 -0.193 1.303
C5 -0.535 4.063 -2.530
O5 -0.695 2.790 -1.850
H12 -0.972 3.900 -3.515
H13 -1.083 4.819 -1.969
H14 0.520 4.324 -2.609
H15 -1.039 2.933 -0.943
C6 0.944 0.927 -4.425
O6 -0.388 1.131 -4.049
H16 1.582 0.490 -3.642
H17 0.997 0.225 -5.260
H18 1.422 1.843 -4.796
H19 -0.418 1.706 -3.263
C7 1.964 2.379 0.304
O7 2.797 3.401 -0.220
H20 1.055 2.777 0.767
H21 1.555 1.840 -0.553
H22 2.457 1.702 1.003
H23 3.304 3.758 0.517
C8 0.428 -5.583 -1.468
O8 -0.254 -4.354 -1.271
H24 -0.075 -6.172 -2.234
H25 1.474 -5.437 -1.750
H26 0.354 -6.203 -0.563
H27 0.302 -3.812 -0.693
C9 1.508 1.473 4.204
O9 0.337 0.779 3.828
H28 2.161 0.896 4.871
H29 2.114 1.832 3.361
H30 1.181 2.383 4.714
H31 0.541 0.225 3.062
C10 -4.084 -0.879 -0.399
O10 -4.965 -1.146 0.668
H32 -3.222 -0.310 -0.025
H33 -3.763 -1.809 -0.881
H34 -4.570 -0.269 -1.157
H35 -4.534 -1.667 1.365
C11 -2.116 2.252 1.842
O11 -1.937 2.963 0.589
H36 -1.167 1.840 2.162
H37 -2.546 2.984 2.530
H38 -2.878 1.474 1.740
H39 -2.801 3.316 0.353

***

Density functional theory data (wB97M-V/def2-TZVPD) for a cluster of 9 separate species, C11H40O9 in total in a non-equilibrium geometry.

Summary:
HOMO-LUMO gap: 9.946 eV
SMILES string: CCO.CCO.CO.CO.CO.CO.CO.CO.CO
ΔE to the lowest compared entry with this formula, charge and spin: 381.5 kJ/mol
Net charge: 0
Largest force on an atom: 1.59 eV Å⁻¹
Electronic energy: -1120.080216 Eh

Cartesian coordinates (Å):
C1 -2.459 -25.251 26.237
C2 -1.377 -24.440 26.956
O1 -0.598 -23.658 26.072
H1 -2.794 -24.725 25.345
H2 -3.316 -25.338 26.908
H3 -2.085 -26.244 25.980
H4 -0.799 -25.082 27.630
H5 -1.869 -23.756 27.660
H6 0.089 -24.281 25.788
C3 -1.633 -27.948 28.422
C4 -1.908 -28.609 29.743
O2 -1.878 -27.626 30.816
H7 -1.838 -28.610 27.575
H8 -0.594 -27.620 28.344
H9 -2.281 -27.083 28.309
H10 -1.177 -29.383 29.991
H11 -2.906 -29.035 29.820
H12 -0.960 -27.529 31.081
C5 -0.999 -28.875 25.360
O3 -2.410 -28.798 25.628
H13 -0.671 -29.388 26.260
H14 -0.796 -29.316 24.383
H15 -0.490 -27.902 25.338
H16 -2.808 -28.519 24.791
C6 2.388 -28.941 26.439
O4 1.522 -28.149 27.248
H17 1.870 -29.258 25.524
H18 3.285 -28.401 26.144
H19 2.650 -29.854 26.974
H20 1.064 -28.768 27.825
C7 1.580 -25.974 24.218
O5 1.081 -25.837 25.553
H21 2.649 -26.199 24.241
H22 1.108 -26.854 23.762
H23 1.366 -25.082 23.645
H24 1.434 -26.548 26.103
C8 -0.723 -31.343 28.617
O6 0.702 -31.386 28.539
H25 -1.084 -31.184 29.637
H26 -1.063 -30.501 28.017
H27 -1.174 -32.257 28.224
H28 1.015 -31.922 29.272
C9 -5.782 -29.231 24.486
O7 -6.559 -29.142 23.302
H29 -6.370 -29.633 25.322
H30 -4.986 -29.955 24.323
H31 -5.432 -28.251 24.813
H32 -6.820 -28.234 23.138
C10 -3.014 -26.655 23.111
O8 -2.627 -28.040 22.854
H33 -4.033 -26.532 22.736
H34 -2.899 -26.477 24.171
H35 -2.442 -25.982 22.470
H36 -3.283 -28.389 22.242
C11 -1.105 -31.929 22.833
O9 -0.082 -32.800 23.373
H37 -1.749 -32.537 22.204
H38 -1.655 -31.539 23.690
H39 -0.623 -31.124 22.283
H40 0.761 -32.348 23.310

***

Density functional theory data (wB97M-V/def2-TZVPD) for a cluster of 10 separate species, C11H42N18O11 in total in a non-equilibrium geometry.

Summary:
HOMO-LUMO gap: 8.696 eV
SMILES string: NC(N)=O.NC(N)=O.NC(N)=O.NC(N)=O.NC(N)=O.NC(N)=O.NC(N)=O.NC(N)=O.NC(N)=O.OCCO
ΔE to the lowest compared entry with this formula, charge and spin: 528.3 kJ/mol
Net charge: 0
Largest force on an atom: 7.71 eV Å⁻¹
Electronic energy: -2257.777818 Eh

Cartesian coordinates (Å):
N1 1.019 -3.789 0.866
C1 -0.047 -3.121 0.747
N2 -0.905 -3.381 1.681
O1 -0.308 -2.401 -0.204
H1 1.128 -4.316 1.721
H2 1.753 -3.755 0.173
H3 -1.822 -3.001 1.495
H4 -0.765 -4.019 2.451
N3 -0.323 -2.694 -4.458
C2 -0.194 -3.924 -4.106
N4 -0.366 -4.017 -2.811
O2 0.167 -4.893 -4.786
H5 -0.467 -2.516 -5.441
H6 -0.284 -1.962 -3.762
H7 -0.268 -3.213 -2.208
H8 -0.249 -4.943 -2.424
N5 -0.850 2.589 3.650
C3 -1.178 2.985 4.839
N6 -0.223 2.673 5.657
O3 -2.119 3.672 5.094
H9 -1.610 2.217 3.098
H10 -0.056 1.984 3.801
H11 0.535 2.049 5.417
H12 -0.250 3.129 6.557
N7 -4.841 2.858 2.050
C4 -4.169 1.747 1.911
N8 -4.285 1.352 0.674
O4 -3.630 1.180 2.846
H13 -4.885 3.328 2.942
H14 -5.443 3.092 1.273
H15 -4.030 0.394 0.479
H16 -4.792 1.867 -0.031
N9 0.407 4.876 1.954
C5 -0.514 5.724 1.905
N10 -1.508 5.402 2.642
O5 -0.402 6.813 1.357
H17 1.310 5.184 1.621
H18 0.243 4.008 2.444
H19 -1.386 4.516 3.111
H20 -2.327 5.980 2.764
N11 4.120 -3.031 1.584
C6 3.643 -1.997 2.228
N12 2.848 -1.305 1.485
O6 3.985 -1.583 3.349
H21 4.848 -3.587 2.010
H22 3.800 -3.219 0.644
H23 2.850 -1.550 0.505
H24 2.616 -0.383 1.824
N13 4.201 2.895 -3.024
C7 3.174 3.631 -3.412
N14 2.312 3.635 -2.468
O7 3.066 4.299 -4.394
H25 4.975 2.869 -3.673
H26 4.279 2.365 -2.168
H27 2.471 3.070 -1.646
H28 1.487 4.213 -2.536
N15 -3.094 -2.757 -1.580
C8 -3.859 -2.393 -0.569
N16 -4.373 -3.323 0.163
O8 -3.979 -1.191 -0.357
H29 -2.705 -1.965 -2.071
H30 -2.834 -3.711 -1.788
H31 -4.401 -4.254 -0.230
H32 -5.023 -2.899 0.809
N17 2.831 -1.152 -3.147
C9 3.089 -2.355 -2.687
N18 3.344 -3.118 -3.656
O9 2.994 -2.675 -1.520
H33 2.945 -0.988 -4.137
H34 2.413 -0.481 -2.518
H35 3.119 -2.764 -4.575
H36 3.451 -4.105 -3.471
O10 0.068 -0.457 -1.873
C10 0.738 0.552 -0.903
C11 -0.456 1.417 -0.314
O11 -1.202 0.728 0.628
H37 -0.052 -1.217 -1.298
H38 1.261 0.031 -0.101
H39 1.379 1.186 -1.516
H40 -1.083 1.844 -1.097
H41 0.044 2.187 0.273
H42 -1.358 -0.134 0.235

***

Density functional theory data (wB97M-V/def2-TZVPD) for a cluster of 10 separate species, C11H42O10 in total in a non-equilibrium geometry.

Summary:
HOMO-LUMO gap: 10.441 eV
SMILES string: CCO.CO.CO.CO.CO.CO.CO.CO.CO.CO
ΔE to the lowest compared entry with this formula, charge and spin: 312.1 kJ/mol
Net charge: 0
Largest force on an atom: 3.58 eV Å⁻¹
Electronic energy: -1196.481440 Eh

Cartesian coordinates (Å):
C1 0.589 3.306 1.365
C2 -0.711 3.539 0.635
O1 -1.660 2.619 1.029
H1 0.896 2.297 1.229
H2 0.604 3.583 2.402
H3 1.402 3.868 0.961
H4 -0.356 3.426 -0.382
H5 -1.053 4.545 0.893
H6 -1.361 1.757 0.726
C3 0.646 -1.721 2.194
O2 1.155 -2.635 1.247
H7 0.915 -0.678 1.869
H8 -0.529 -1.691 2.148
H9 0.961 -1.863 3.226
H10 0.521 -2.789 0.555
C4 4.145 -1.250 3.762
O3 3.416 -0.072 3.459
H11 4.990 -1.314 3.058
H12 4.534 -1.252 4.808
H13 3.477 -2.065 3.658
H14 3.978 0.714 3.523
C5 3.090 -0.413 -0.759
O4 2.697 0.857 -0.246
H15 2.331 -0.803 -1.474
H16 4.100 -0.340 -1.244
H17 3.175 -1.064 0.152
H18 3.424 1.475 -0.163
C6 -4.902 3.970 0.505
O5 -4.154 2.946 -0.153
H19 -4.444 4.896 0.150
H20 -5.926 3.861 0.199
H21 -4.993 3.856 1.630
H22 -3.186 2.982 0.223
C7 3.447 -4.278 -0.289
O6 2.462 -4.766 -1.337
H23 3.614 -5.117 0.393
H24 4.268 -3.990 -0.858
H25 2.990 -3.465 0.321
H26 2.615 -4.154 -2.037
C8 -1.135 -4.749 0.499
O7 -0.551 -4.168 -0.649
H27 -1.325 -5.768 0.412
H28 -0.417 -4.643 1.372
H29 -2.114 -4.203 0.730
H30 0.255 -4.528 -0.939
C9 -1.423 -0.440 -1.923
O8 -1.770 0.564 -0.949
H31 -0.372 -0.224 -2.094
H32 -1.602 -1.445 -1.518
H33 -1.971 -0.442 -2.938
H34 -2.748 0.521 -0.921
C10 1.274 3.121 -3.041
O9 2.457 2.974 -2.245
H35 1.483 2.858 -4.070
H36 0.406 2.502 -2.690
H37 0.911 4.130 -3.024
H38 2.228 2.454 -1.410
C11 -5.303 0.221 -2.188
O10 -4.207 0.973 -1.840
H39 -5.988 -0.066 -1.302
H40 -5.902 0.679 -2.971
H41 -4.910 -0.693 -2.548
H42 -4.446 1.596 -1.130